No. 1
The following is a quantum chemistry calculation of 11 unconnected molecules or ions with the total composition C48H81F3O32, from the OMol25 dataset.

- relative energy (zero: lowest compared OMol25 entry of this formula, charge and spin) (kJ/mol) = 372.8
- SMILES = CCOC(=O)C(F)(F)F.C[C@H]1COC(=O)O1.C[C@H]1COC(=O)O1.C[C@H]1COC(=O)O1.C[C@H]1COC(=O)O1.C[C@H]1COC(=O)O1.C[C@H]1COC(=O)O1.C[C@H]1COC(=O)O1.C[C@H]1COC(=O)O1.COCCOCCOC.COCCOCCOC

Cartesian coordinates (Å):
C -0.36 -0.28 -3.55
C 0.09 0.46 -2.28
O 0.29 -0.49 -1.21
C -0.66 -0.79 -0.29
O -1.85 -0.39 -0.44
C -0.07 -1.78 0.72
F -1.09 -2.66 1.00
F 1.07 -2.46 0.29
F 0.17 -1.13 1.86
H -1.34 -0.74 -3.37
H 0.35 -1.09 -3.72
H -0.33 0.35 -4.44
H -0.63 1.20 -1.91
H 1.03 0.94 -2.53
C -3.74 5.70 0.37
C -2.64 6.09 1.32
C -3.00 7.41 1.95
O -3.08 7.13 3.38
C -2.55 5.85 3.62
O -2.30 5.31 4.68
O -2.44 5.25 2.45
H -4.68 5.77 0.91
H -3.71 4.69 -0.03
H -3.58 6.37 -0.47
H -1.74 6.19 0.72
H -3.93 7.89 1.65
H -2.11 8.02 1.76
C 8.03 -2.00 3.83
C 7.14 -0.71 4.04
C 5.65 -0.96 4.33
O 5.33 -0.12 5.37
C 6.48 0.18 6.03
O 6.59 0.77 7.16
O 7.52 -0.13 5.25
H 9.02 -1.54 3.72
H 7.68 -2.52 2.94
H 8.09 -2.65 4.70
H 7.18 0.09 3.30
H 5.55 -1.97 4.74
H 4.96 -0.99 3.49
C 4.39 -6.44 -2.97
C 3.02 -6.90 -3.51
C 2.61 -8.32 -3.21
O 1.28 -8.20 -2.92
C 0.98 -6.94 -2.53
O -0.16 -6.57 -2.27
O 2.02 -6.17 -2.79
H 5.06 -7.06 -3.57
H 4.59 -6.52 -1.90
H 4.45 -5.42 -3.35
H 3.06 -6.60 -4.56
H 3.24 -8.80 -2.46
H 2.55 -8.97 -4.09
C -4.84 0.33 5.42
C -5.44 -1.08 5.18
C -4.77 -2.12 6.11
O -5.81 -2.50 6.95
C -6.89 -1.91 6.67
O -7.95 -2.16 7.23
O -6.78 -1.02 5.69
H -5.61 1.07 5.22
H -3.93 0.47 4.83
H -4.66 0.43 6.49
H -5.31 -1.22 4.11
H -3.93 -1.73 6.69
H -4.51 -3.03 5.57
C -1.91 -3.69 -8.51
C -1.90 -2.68 -9.61
C -2.45 -1.30 -9.31
O -1.35 -0.41 -9.68
C -0.44 -1.09 -10.27
O 0.58 -0.69 -10.84
O -0.62 -2.42 -9.99
H -2.90 -3.83 -8.08
H -1.29 -3.41 -7.65
H -1.46 -4.55 -9.01
H -2.38 -3.13 -10.48
H -2.66 -1.20 -8.25
H -3.34 -1.03 -9.88
C 6.08 4.29 1.45
C 5.80 3.96 -0.08
C 7.15 3.81 -0.83
O 7.12 2.49 -1.27
C 6.06 1.93 -0.99
O 5.79 0.85 -1.40
O 5.20 2.71 -0.20
H 6.04 5.38 1.52
H 7.06 3.93 1.78
H 5.36 3.88 2.15
H 5.09 4.66 -0.51
H 7.96 3.83 -0.10
H 7.33 4.51 -1.65
C 4.47 3.94 -9.22
C 3.91 3.24 -7.97
C 4.88 2.66 -7.05
O 5.11 3.85 -6.24
C 4.10 4.80 -6.31
O 3.95 5.82 -5.64
O 3.20 4.17 -7.22
H 5.23 4.69 -8.99
H 3.63 4.24 -9.84
H 5.09 3.21 -9.75
H 3.13 2.62 -8.40
H 5.81 2.46 -7.58
H 4.46 1.83 -6.48
C 0.74 -9.58 2.92
C -0.36 -10.69 2.88
C -0.26 -11.59 4.17
O -1.02 -10.80 5.07
C -1.84 -10.01 4.45
O -2.70 -9.38 5.08
O -1.60 -10.06 3.18
H 0.55 -8.68 2.33
H 1.69 -10.04 2.65
H 0.94 -9.21 3.93
H -0.31 -11.29 1.97
H 0.69 -11.63 4.70
H -0.53 -12.64 4.19
C -6.07 12.77 -11.33
O -5.96 11.98 -10.14
C -4.70 11.34 -9.81
C -4.64 9.89 -10.29
O -3.61 9.28 -9.51
C -3.32 7.93 -9.92
C -4.25 6.99 -9.30
O -3.67 6.21 -8.29
C -3.33 6.78 -7.06
H -6.03 12.14 -12.22
H -5.34 13.55 -11.55
H -7.02 13.25 -11.12
H -4.48 11.40 -8.74
H -3.83 11.86 -10.21
H -4.49 9.95 -11.37
H -5.64 9.51 -10.10
H -2.34 7.65 -9.53
H -3.25 7.90 -11.01
H -4.82 6.44 -10.05
H -5.07 7.51 -8.82
H -2.98 5.85 -6.61
H -4.01 7.06 -6.25
H -2.50 7.49 -7.11
C -0.69 -0.95 10.18
O -0.40 -2.32 10.47
C 0.07 -2.55 11.88
C 0.04 -4.18 12.28
O -1.19 -4.75 11.98
C -2.20 -4.86 13.02
C -1.80 -5.49 14.47
O -1.47 -6.88 14.43
C -1.67 -7.47 15.65
H 0.01 -0.14 10.42
H -1.54 -0.48 10.67
H -0.76 -0.95 9.10
H -0.62 -1.95 12.48
H 1.02 -2.05 12.04
H 0.31 -4.39 13.32
H 0.80 -4.67 11.68
H -3.10 -5.30 12.59
H -2.34 -3.79 13.20
H -2.75 -5.38 15.00
H -1.11 -4.80 14.95
H -1.42 -8.53 15.57
H -2.70 -7.43 15.98
H -1.08 -6.99 16.43

=====

No. 2
The following is a quantum chemistry calculation of 6 unconnected molecules or ions with the total composition C48H83N7O8, from the OMol25 dataset.

- SMILES = CCOCCCCCc1ccc(CCOCCOc2ccc(C(C)(C)CC(C)(C)C)cc2)c2nccnc12.CN(C)C=O.CN(C)C=O.CN(C)C=O.CN(C)C=O.CN(C)C=O

Cartesian coordinates (Å):
C -2.36 -4.40 1.70
C -1.34 -3.46 1.01
O -0.16 -4.14 0.61
C 0.59 -3.42 -0.37
C 0.80 -1.91 -0.07
C 2.20 -1.36 -0.49
C 3.08 -0.99 0.74
C 3.86 0.34 0.61
C 2.97 1.58 0.71
C 1.61 1.50 0.73
C 0.79 2.68 0.79
C 1.38 3.91 0.84
C 0.48 5.16 0.89
C -0.93 4.93 0.34
O -0.94 4.54 -1.02
C -1.99 3.62 -1.30
C -2.31 3.56 -2.81
O -2.95 2.33 -3.21
C -3.86 1.89 -2.25
C -3.67 0.69 -1.60
C -4.55 0.26 -0.61
C -5.65 1.05 -0.28
C -6.66 0.66 0.82
C -7.85 -0.06 0.03
C -7.34 1.92 1.48
C -6.15 -0.38 1.84
C -4.91 -0.02 2.74
C -4.37 1.42 2.66
C -5.35 -0.24 4.23
C -3.73 -1.05 2.52
C -5.85 2.25 -0.97
C -4.97 2.69 -1.96
C 2.81 4.06 0.86
N 3.31 5.33 0.92
C 4.63 5.32 0.96
C 5.45 4.16 0.92
N 4.96 2.94 0.82
C 3.60 2.89 0.80
H -3.09 -4.77 0.97
H -1.79 -5.19 2.21
H -2.88 -3.83 2.49
H -1.04 -2.72 1.79
H -1.79 -2.84 0.21
H 0.06 -3.48 -1.34
H 1.55 -3.95 -0.51
H 0.05 -1.35 -0.65
H 0.64 -1.63 0.98
H 2.04 -0.43 -1.07
H 2.74 -2.04 -1.17
H 3.85 -1.78 0.84
H 2.54 -0.98 1.70
H 4.51 0.34 -0.29
H 4.56 0.38 1.47
H 1.08 0.55 0.70
H -0.29 2.54 0.79
H 0.36 5.39 1.97
H 0.97 6.04 0.44
H -1.44 4.20 1.00
H -1.50 5.88 0.49
H -2.90 3.94 -0.77
H -1.72 2.64 -0.87
H -3.04 4.36 -3.05
H -1.38 3.70 -3.37
H -2.78 0.11 -1.88
H -4.40 -0.68 -0.07
H -7.70 0.03 -1.06
H -8.84 0.29 0.36
H -7.80 -1.14 0.25
H -6.62 2.75 1.56
H -8.16 2.25 0.82
H -7.74 1.61 2.46
H -5.94 -1.31 1.27
H -7.01 -0.64 2.49
H -3.54 1.51 3.39
H -3.90 1.62 1.68
H -5.10 2.19 2.93
H -4.54 0.14 4.87
H -6.21 0.44 4.43
H -5.61 -1.29 4.44
H -2.85 -0.56 2.07
H -3.44 -1.51 3.48
H -4.01 -1.88 1.85
H -6.70 2.92 -0.76
H -5.10 3.64 -2.49
H 5.13 6.29 1.04
H 6.54 4.26 0.98
C 1.06 -7.07 0.24
N 2.18 -7.99 0.14
C 2.03 -9.21 -0.63
C 3.37 -7.74 0.73
O 4.34 -8.47 0.68
H 0.22 -7.59 0.70
H 0.78 -6.74 -0.76
H 1.32 -6.20 0.84
H 2.21 -10.07 0.02
H 2.77 -9.23 -1.44
H 1.03 -9.27 -1.05
H 3.38 -6.78 1.29
C -0.44 2.88 -6.71
N 0.34 1.76 -6.22
C 1.56 1.40 -6.92
C -0.04 1.04 -5.14
O 0.58 0.10 -4.69
H -0.76 2.69 -7.74
H 0.16 3.79 -6.68
H -1.33 3.03 -6.09
H 1.49 0.38 -7.27
H 2.41 1.47 -6.23
H 1.73 2.07 -7.76
H -0.98 1.40 -4.69
C 9.41 1.01 0.28
N 8.47 0.23 1.07
C 8.88 -1.08 1.55
C 7.24 0.68 1.36
O 6.41 0.07 2.02
H 9.68 0.46 -0.62
H 10.31 1.20 0.87
H 8.96 1.96 -0.01
H 8.20 -1.84 1.16
H 8.83 -1.09 2.64
H 9.90 -1.29 1.23
H 7.03 1.68 0.95
C 11.64 2.53 -5.02
N 11.00 1.96 -3.85
C 10.45 2.86 -2.85
C 10.88 0.63 -3.67
O 10.35 0.11 -2.71
H 12.49 3.14 -4.71
H 10.93 3.15 -5.57
H 12.00 1.74 -5.68
H 10.93 2.67 -1.89
H 9.38 2.68 -2.74
H 10.61 3.89 -3.14
H 11.33 0.04 -4.49
C -10.62 -2.67 5.62
N -9.64 -2.34 4.60
C -8.33 -2.96 4.67
C -9.91 -1.48 3.61
O -9.13 -1.16 2.73
H -10.24 -2.40 6.60
H -10.82 -3.75 5.59
H -11.55 -2.14 5.44
H -7.57 -2.18 4.75
H -8.14 -3.52 3.75
H -8.26 -3.62 5.52
H -10.93 -1.07 3.65

=====

No. 3
The following is a quantum chemistry calculation of 11 unconnected molecules or ions with the total composition C48H88F18N16P3, from the OMol25 dataset.

- net charge = +5
- relative energy (zero: lowest compared OMol25 entry of this formula, charge and spin) (kJ/mol) = 129.9

Cartesian coordinates (Å):
C -3.21 -0.30 -1.75
C -3.79 -0.60 -3.19
N -2.90 -1.19 -4.11
C -2.45 -2.46 -4.22
C -1.45 -2.57 -5.17
N -1.24 -1.28 -5.73
C -2.12 -0.45 -4.98
C -0.42 -0.80 -6.79
H -2.26 0.22 -1.78
H -2.96 -1.26 -1.31
H -4.01 0.17 -1.17
H -3.92 0.42 -3.56
H -4.69 -1.21 -3.17
H -2.82 -3.28 -3.63
H -0.88 -3.39 -5.59
H -2.34 0.60 -4.98
H 0.21 -0.10 -6.24
H -0.85 -0.27 -7.64
H 0.08 -1.71 -7.13
C -5.44 6.08 -1.55
C -6.15 4.96 -0.85
N -5.33 4.17 0.05
C -5.80 3.51 1.19
C -4.68 2.74 1.70
N -3.54 3.11 0.98
C -4.03 3.88 -0.03
C -2.14 2.83 1.24
H -6.10 6.63 -2.22
H -4.70 5.69 -2.25
H -5.00 6.75 -0.81
H -6.69 4.30 -1.53
H -7.06 5.29 -0.33
H -6.83 3.63 1.49
H -4.58 2.12 2.58
H -3.50 4.05 -0.95
H -1.79 3.72 1.76
H -1.51 2.73 0.35
H -2.20 1.89 1.80
C 1.61 -3.71 4.30
C 1.99 -4.75 3.27
N 3.04 -4.23 2.47
C 3.01 -3.95 1.14
C 4.25 -3.55 0.76
N 5.11 -3.66 1.83
C 4.34 -4.15 2.84
C 6.51 -3.53 1.71
H 2.43 -3.41 4.96
H 0.80 -4.16 4.88
H 1.17 -2.80 3.90
H 1.06 -4.85 2.71
H 2.33 -5.69 3.71
H 2.15 -4.18 0.52
H 4.60 -3.22 -0.22
H 4.82 -4.50 3.74
H 7.01 -4.46 1.99
H 6.87 -2.60 2.17
H 6.72 -3.41 0.65
C -0.18 2.03 4.52
C -1.07 2.68 5.69
N -2.06 3.60 5.19
C -3.40 3.32 5.26
C -4.02 4.34 4.63
N -3.06 5.19 4.12
C -1.83 4.78 4.56
C -3.29 6.45 3.44
H 0.51 1.23 4.79
H 0.33 2.71 3.84
H -0.95 1.59 3.88
H -0.49 3.06 6.54
H -1.59 1.87 6.20
H -3.73 2.42 5.76
H -5.09 4.52 4.58
H -0.84 5.19 4.40
H -4.03 7.01 4.01
H -3.62 6.32 2.41
H -2.35 7.01 3.48
C -7.15 -2.11 -0.13
C -6.25 -1.86 1.07
N -5.30 -2.92 1.38
C -5.45 -4.26 1.39
C -4.23 -4.90 1.73
N -3.40 -3.89 2.15
C -4.01 -2.70 1.81
C -2.04 -4.07 2.64
H -7.63 -3.06 0.13
H -6.46 -2.30 -0.96
H -7.92 -1.36 -0.26
H -6.89 -1.70 1.94
H -5.75 -0.90 1.02
H -6.40 -4.68 1.09
H -3.96 -5.90 2.03
H -3.64 -1.71 2.04
H -2.11 -3.70 3.67
H -1.32 -3.41 2.16
H -1.75 -5.11 2.78
C 0.87 -1.42 -2.59
C 2.12 -2.25 -2.52
N 2.14 -3.21 -3.59
C 2.15 -2.95 -4.96
C 2.01 -4.22 -5.56
N 1.98 -5.22 -4.59
C 1.84 -4.55 -3.40
C 1.74 -6.66 -4.85
H 0.03 -1.96 -2.16
H 0.51 -1.18 -3.60
H 0.95 -0.57 -1.92
H 2.33 -2.68 -1.54
H 3.01 -1.66 -2.76
H 2.17 -1.93 -5.29
H 2.12 -4.51 -6.59
H 1.58 -4.99 -2.45
H 2.71 -7.10 -5.07
H 1.21 -6.69 -5.80
H 1.20 -7.17 -4.05
C 4.35 -0.05 4.52
C 4.38 0.68 3.14
N 3.72 2.06 3.26
C 3.68 2.94 4.36
C 3.02 4.14 3.89
N 2.71 3.96 2.55
C 3.16 2.72 2.16
C 1.88 4.78 1.71
H 3.43 -0.19 5.08
H 5.05 0.47 5.19
H 4.80 -1.03 4.35
H 3.98 0.13 2.29
H 5.44 0.85 2.96
H 4.12 2.64 5.30
H 2.70 5.04 4.39
H 3.07 2.21 1.21
H 0.90 4.92 2.16
H 1.68 4.30 0.75
H 2.40 5.74 1.65
C 5.36 4.06 -4.91
C 4.89 3.63 -3.60
N 3.49 3.79 -3.39
C 2.74 4.96 -3.62
C 1.46 4.64 -3.21
N 1.38 3.26 -2.93
C 2.67 2.79 -3.01
C 0.18 2.58 -2.38
H 4.74 3.50 -5.61
H 6.44 3.93 -5.01
H 5.26 5.14 -5.02
H 5.51 4.12 -2.84
H 5.33 2.70 -3.25
H 3.11 5.93 -3.91
H 0.57 5.23 -3.04
H 3.08 1.81 -2.79
H 0.04 1.66 -2.94
H -0.69 3.23 -2.48
H 0.43 2.30 -1.36
P 6.29 -0.13 -0.53
F 6.67 -1.46 -1.32
F 7.84 0.02 -0.13
F 6.60 0.88 -1.78
F 5.92 1.24 0.27
F 4.76 -0.35 -0.98
F 5.91 -0.90 0.93
P -1.47 -5.46 -1.47
F -2.95 -5.12 -1.96
F -0.88 -5.24 -2.96
F -1.31 -3.80 -1.11
F 0.13 -5.88 -0.99
F -2.01 -5.65 0.04
F -1.81 -7.04 -1.81
P 0.70 -0.67 1.26
F 0.99 0.86 1.75
F 1.68 -1.25 2.41
F -0.71 -0.92 2.25
F 0.27 -2.05 0.58
F -0.15 0.22 0.17
F 2.07 -0.63 0.30

=====

no.,Kohn-Sham gap (eV)
1,9.20
2,8.28
3,7.80